Here is a cluster of 2 separate species, C10H16NOPS in total in a non-equilibrium geometry from the Open Molecules 2025 dataset. Energies are from the ωB97M-V functional and the def2-TZVPD basis.

Structure (XYZ):
```
30
Properties=species:S:1:pos:R:3
O -0.13925 1.31113 -1.35393
P -0.91341 1.51407 0.08123
S -1.81218 3.35912 -0.34807
C -2.21559 0.37879 -0.18507
C -3.22706 0.24796 -1.17864
C -4.10488 -0.83879 -1.14491
C -4.02434 -1.81255 -0.13775
C -3.04679 -1.69285 0.83421
C -2.21237 -0.59516 0.83920
H 0.83818 1.00417 -1.17532
H -2.08588 3.62877 0.89418
H -3.27372 1.04140 -1.97481
H -4.83068 -0.88126 -1.95517
H -4.64695 -2.64225 -0.28365
H -2.99592 -2.33922 1.75038
H -1.40125 -0.38807 1.53683
C 4.35688 1.03358 1.07069
C 2.98456 1.36172 0.47245
N 2.09637 0.51227 0.19499
C 2.11388 -0.88643 0.50496
C 1.86859 -1.53736 -0.87695
H 4.24977 0.93142 2.15039
H 4.73819 0.10651 0.74117
H 4.97096 2.01961 0.90419
H 2.92194 2.38788 0.13624
H 1.29202 -1.03353 1.21994
H 3.18314 -1.05654 0.86671
H 1.74871 -2.65774 -0.71631
H 0.93322 -1.05545 -1.26228
H 2.63386 -1.42120 -1.60489
```

Properties
- energy relative to the best compared isomer or geometry (same formula, charge and spin) (kcal/mol) = 26.55
- total energy (Eh) = -1260.1416
- HOMO level (eV) = -8.29
- 2S+1 = 1
- strongest force on any atom (hartree/bohr) = 0.06903

natural (NBO) charges in e: O -1.04; P 1.03; S -0.33; C -0.44; C -0.16; C -0.22; C -0.20; C -0.21; C -0.21; H 0.53; H 0.13; H 0.22; H 0.22; H 0.21; H 0.22; H 0.21; C -0.71; C 0.16; N -0.46; C -0.25; C -0.61; H 0.23; H 0.22; H 0.23; H 0.18; H 0.22; H 0.17; H 0.21; H 0.22; H 0.21